Formula: C4H5NOS
Source: the OMol25 dataset
Level of theory: ωB97M-V/def2-TZVPD

Each line ends with the Mulliken charge.
Cartesian coordinates (Å):
C (1.5809, 0.6495, -0.4244)  0.082
C (0.6382, 0.7458, 1.3893)  -0.183
C (0.0951, 0.6554, -0.0856)  0.598
C (-0.7698, -0.5768, -0.2738)  -1.093
N (1.9147, 0.7340, 0.9105)  0.035
O (2.1753, 0.6967, -1.4263)  -0.510
S (0.1245, 0.8197, 2.9228)  -0.325
H (-0.4143, 1.5396, -0.5964)  0.300
H (-0.0551, -1.3168, -0.7385)  0.308
H (-1.6320, -0.3249, -0.8685)  0.291
H (-1.2706, -0.8615, 0.6961)  0.298
H (2.8164, 0.9633, 1.2770)  0.198

Atoms 1-3, force components in eV/Å:
C -2.233 0.186 0.827
C -0.388 1.031 0.181
C -1.281 0.749 0.620

Results
E_HOMO = -9.01 eV


Formula: C6H7Cl
Source: the OMol25 dataset
Level of theory: ωB97M-V/def2-TZVPD

Each line ends with the Mulliken charge.
Cartesian coordinates (Å):
C (1.6984, 1.0710, 0.3833)  -0.964
C (0.7162, 0.2094, 0.2153)  0.725
C (0.6937, -0.4397, -1.1914)  -1.094
C (-0.3625, -0.0680, 1.1585)  -0.650
C (-1.6930, -0.2809, 0.4971)  -0.645
C (-2.6713, -0.5455, -0.1566)  0.847
Cl (-4.0883, -0.9423, -0.9015)  -0.179
H (1.8427, 1.7015, 1.3247)  0.223
H (2.4947, 1.1247, -0.2995)  0.292
H (1.4544, 0.1625, -1.8131)  0.325
H (-0.2782, -0.2293, -1.8343)  0.259
H (0.8579, -1.4746, -1.0855)  0.282
H (-0.5901, 0.6684, 1.9526)  0.318
H (-0.0748, -0.9574, 1.7505)  0.261

Atoms 1-3, force components in eV/Å:
C 0.107 1.188 3.126
C 0.357 0.780 -2.718
C -1.052 3.129 -1.329

Results
E_HOMO = -9.45 eV
structure (SMILES) = C=C(C)CC#CCl


Formula: C43H66BrGeN3O4Ti
Source: the OMol25 dataset
Level of theory: ωB97M-V/def2-TZVPD

Each line ends with the Mulliken spin population.
Cartesian coordinates (Å):
Ti (0.8487, -0.4079, 0.1775)  0.856
C (5.9075, -0.6398, 0.3898)  0.001
C (4.9571, 0.5499, 0.1992)  0.003
C (5.7098, 1.8234, 0.6319)  0.000
C (4.4619, 0.6823, -1.2430)  -0.015
C (5.4332, 0.5440, -2.2295)  -0.001
C (5.1535, 0.7940, -3.5567)  -0.001
C (3.8953, 1.2534, -3.8958)  0.001
C (2.8783, 1.4172, -2.9533)  0.002
C (1.6098, 2.0776, -3.5017)  0.002
C (0.3690, 1.1930, -3.4285)  -0.013
C (1.3686, 3.4685, -2.9087)  0.000
C (3.1401, 1.0458, -1.6171)  0.014
N (2.1125, 1.1166, -0.5806)  -0.011
C (2.1983, 2.2422, 0.2019)  0.011
O (2.9351, 3.1952, 0.0898)  0.003
C (1.2030, 2.2157, 1.3310)  0.047
C (0.9383, 3.2712, 2.1752)  -0.011
C (-0.0097, 3.0951, 3.1693)  0.021
C (-0.6731, 1.8778, 3.2857)  -0.012
C (-0.3490, 0.8767, 2.4078)  0.010
N (0.5898, 1.0467, 1.4694)  -0.007
C (-0.8907, -0.5296, 2.4414)  0.045
O (-1.8922, -0.8095, 3.0526)  0.005
N (-0.0566, -1.3895, 1.7390)  -0.002
C (-0.1031, -2.7677, 2.1879)  0.003
C (-0.6009, -3.7558, 1.3254)  -0.010
C (-0.6747, -5.0718, 1.7766)  0.001
C (-0.2804, -5.4075, 3.0579)  -0.001
C (0.1896, -4.4196, 3.9081)  0.001
C (0.2862, -3.0941, 3.5035)  0.008
C (0.7740, -2.0775, 4.5316)  0.002
C (2.0832, -2.5152, 5.2097)  0.000
C (-0.2860, -1.8336, 5.6200)  0.000
C (-1.1868, -3.4036, -0.0352)  -0.005
C (-2.6947, -3.1586, 0.1165)  0.001
C (-0.9180, -4.4584, -1.1098)  0.000
H (6.1092, -0.8010, 1.4525)  0.000
H (6.8740, -0.4467, -0.0818)  0.000
H (5.5143, -1.5622, -0.0431)  0.000
H (4.1040, 0.4257, 0.8485)  0.021
H (6.5996, 1.9602, 0.0065)  0.000
H (6.0386, 1.7328, 1.6740)  0.000
H (5.0941, 2.7117, 0.5353)  0.000
H (6.4460, 0.2752, -1.9464)  0.000
H (5.9216, 0.6802, -4.3158)  0.000
H (3.6917, 1.5262, -4.9257)  0.000
H (1.8099, 2.2327, -4.5597)  0.000
H (0.2073, 0.8338, -2.4230)  -0.002
H (0.4826, 0.3331, -4.0904)  0.000
H (-0.5175, 1.7452, -3.7517)  0.000
H (1.0390, 3.4257, -1.8735)  0.000
H (0.6060, 3.9948, -3.4914)  0.000
H (2.2872, 4.0584, -2.9262)  0.000
H (1.4867, 4.1933, 2.0370)  0.000
H (-0.2398, 3.9063, 3.8499)  0.000
H (-1.4174, 1.6831, 4.0496)  0.000
H (-1.0740, -5.8430, 1.1250)  0.000
H (-0.3633, -6.4310, 3.4037)  0.000
H (0.4774, -4.6874, 4.9215)  0.000
H (0.9643, -1.1346, 4.0249)  0.000
H (1.9038, -3.3362, 5.9085)  0.000
H (2.5018, -1.6854, 5.7870)  0.000
H (2.8393, -2.8494, 4.4963)  0.000
H (-0.4606, -2.7572, 6.1817)  0.000
H (-1.2382, -1.5142, 5.1971)  0.000
H (0.0627, -1.0710, 6.3254)  0.000
H (-0.7478, -2.4742, -0.3600)  0.011
H (-3.1867, -4.0693, 0.4678)  0.000
H (-3.1424, -2.8706, -0.8418)  0.000
H (-2.8899, -2.3673, 0.8455)  0.000
H (-1.4536, -5.3855, -0.8948)  0.000
H (0.1455, -4.7040, -1.1954)  0.000
H (-1.2739, -4.1082, -2.0815)  0.000
C (2.9648, -2.1751, 1.8127)  0.033
O (2.4571, -1.7906, 0.5164)  -0.038
C (2.6364, -2.8264, -0.4710)  0.004
C (2.3596, -2.2158, -1.8007)  0.006
O (1.0457, -1.6172, -1.7207)  -0.005
C (0.2222, -1.8992, -2.8630)  0.004
H (4.0172, -2.4116, 1.7210)  0.006
H (2.4146, -3.0308, 2.1784)  0.002
H (2.8299, -1.3361, 2.4794)  -0.010
H (1.9514, -3.6395, -0.2486)  -0.003
H (3.6541, -3.1968, -0.4343)  0.002
H (2.3826, -2.9785, -2.5721)  0.001
H (3.0827, -1.4451, -2.0343)  0.001
H (0.1254, -2.9752, -2.9784)  0.000
H (0.6690, -1.4686, -3.7530)  -0.002
H (-0.7516, -1.4569, -2.6874)  0.001
Br (-1.6451, 0.2282, -0.6384)  0.018
C (-6.7384, 2.1202, 0.9708)  0.000
C (-5.4654, 2.5893, 0.2697)  0.000
C (-4.2476, 2.5777, 1.1928)  -0.001
C (-2.9938, 3.2213, 0.5905)  0.004
Ge (-2.3190, 2.5344, -1.0835)  -0.002
C (-3.3842, 2.2053, -2.6562)  -0.001
C (-3.9338, 3.4796, -3.3109)  0.000
C (-2.8502, 4.4583, -3.7709)  0.000
C (-3.4290, 5.7517, -4.3384)  0.000
H (-7.5865, 2.1003, 0.2844)  0.000
H (-6.9934, 2.7892, 1.7971)  0.000
H (-6.6110, 1.1143, 1.3790)  0.000
H (-5.6112, 3.6049, -0.1135)  0.000
H (-5.2706, 1.9443, -0.5909)  0.000
H (-4.0248, 1.5469, 1.4863)  0.001
H (-4.5007, 3.1203, 2.1074)  0.000
H (-2.1434, 3.1538, 1.2681)  -0.002
H (-3.1543, 4.2894, 0.3911)  0.000
H (-0.9355, 3.1431, -1.3041)  0.001
H (-4.1868, 1.5331, -2.3529)  0.001
H (-2.7362, 1.6489, -3.3355)  0.000
H (-4.6097, 3.9949, -2.6175)  0.000
H (-4.5397, 3.1822, -4.1710)  0.000
H (-2.2227, 3.9708, -4.5242)  0.000
H (-2.1961, 4.7014, -2.9253)  0.000
H (-4.0398, 5.5518, -5.2237)  0.000
H (-2.6368, 6.4458, -4.6279)  0.000
H (-4.0616, 6.2546, -3.5992)  0.000

Atoms 1-3, force components in eV/Å:
Ti 0.982 -2.043 -2.123
C -0.074 -0.027 0.033
C 0.276 0.115 -0.323

Results
⟨S²⟩ = 0.75
E_HOMO (spin up / spin down) = -10.80 / -10.85 eV
charge = +1
spin multiplicity = 2


Formula: C6H12
Source: the OMol25 dataset
Level of theory: ωB97M-V/def2-TZVPD

Each line ends with the Mulliken charge.
Cartesian coordinates (Å):
C (-1.3309, 0.5981, 0.9981)  -0.744
C (-1.3075, -0.8212, 0.4546)  -0.395
C (0.1156, -1.3891, 0.3981)  -0.545
C (0.9978, -0.7594, -0.6497)  -0.216
C (2.0676, -0.0105, -0.3931)  -0.658
C (0.5053, 2.1116, -1.0294)  -0.432
H (-0.6366, 1.2166, 0.4370)  -0.010
H (-0.9707, 0.6501, 2.0300)  0.310
H (-2.3333, 1.0413, 0.9456)  0.315
H (-1.9284, -1.4529, 1.0972)  0.308
H (-1.7350, -0.8514, -0.5586)  0.308
H (0.0560, -2.4621, 0.1822)  0.299
H (0.5773, -1.2789, 1.3877)  0.286
H (0.7526, -0.9973, -1.6888)  0.307
H (2.3734, 0.2140, 0.6273)  0.217
H (2.7183, 0.3634, -1.1817)  0.319
H (0.6757, 1.5540, -1.9702)  0.172
H (-0.5969, 2.2739, -1.0864)  0.158

Atoms 1-3, force components in eV/Å:
C -0.072 -0.042 0.075
C -0.042 0.031 -0.047
C 0.095 -0.071 0.040

Results
E_HOMO = -8.98 eV


Formula: C5H13NO2
Source: the OMol25 dataset
Level of theory: ωB97M-V/def2-TZVPD

Each line ends with the Mulliken spin population.
Cartesian coordinates (Å):
C (-1.7802, 0.0640, -1.3070)  0.251
N (-0.3910, -0.0980, -1.1977)  -0.517
C (0.2989, 1.1489, -1.6257)  0.739
C (0.7465, -2.1006, -0.3635)  0.183
C (0.1775, -0.6955, 0.0766)  0.676
C (-0.5801, -0.9150, 1.3351)  0.619
O (-2.5292, -0.5307, -0.5684)  -0.290
H (-2.1374, 0.6771, -2.1547)  0.151
H (-0.1115, 2.0230, -1.0940)  -0.061
H (1.3869, 1.0944, -1.4565)  -0.190
H (0.2623, 1.3188, -2.7163)  -0.063
H (1.6309, -2.2833, 0.2446)  -0.147
H (0.0527, -2.9317, -0.0910)  0.081
H (0.8732, -2.1293, -1.4449)  -0.054
H (1.1165, -0.1366, 0.1189)  -0.375
H (-1.4049, -1.6448, 1.2396)  0.124
H (-1.0010, -0.0255, 1.8372)  -0.243
H (-0.0469, -1.5169, 2.0859)  -0.331
H (0.5098, 2.5040, 2.6499)  -0.185
H (1.9192, 3.0714, 2.3845)  -0.440
O (1.0078, 3.1065, 2.0475)  1.071

Atoms 1-3, force components in eV/Å:
C 1.393 -1.467 0.743
N -1.487 1.909 0.371
C 0.549 0.065 -0.314

Results
⟨S²⟩ = 0.75
E_HOMO (spin up / spin down) = 0.98 / -6.29 eV
charge = -1
spin multiplicity = 2


Formula: C3H4N2OS
Source: the OMol25 dataset
Level of theory: ωB97M-V/def2-TZVPD

Each line ends with the Mulliken charge.
Cartesian coordinates (Å):
O (0.4445, -0.6235, 2.7829)  -0.289
N (0.5435, -1.0098, 1.4729)  -0.371
C (0.1249, -0.2162, 0.5703)  0.158
C (0.1941, -0.5610, -0.8975)  -0.110
C (-0.3774, 0.6353, -1.5974)  -0.112
N (-0.7928, 1.6328, -0.9315)  -0.486
S (-0.5904, 1.3987, 0.7593)  -0.029
H (0.0572, 0.2477, 2.8205)  0.285
H (-0.3593, -1.4432, -1.1353)  0.282
H (1.1974, -0.7330, -1.1843)  0.278
H (-0.4418, 0.6722, -2.6598)  0.394

Atoms 1-3, force components in eV/Å:
O 0.227 -0.453 0.035
N -0.079 -0.027 -0.885
C 0.139 -0.404 0.622

Results
E_HOMO = -8.93 eV
structure (SMILES) = O/N=C1/CC=NS1


ΔE to the lowest compared entry with this formula, charge and spin in eV, matching the order above: 0.974 2.451 0.000 5.718 1.982 2.765